Here is a molecular structure, C5H14ClIO2PV in a non-equilibrium geometry from the OMol25 dataset. Energies are from wB97M-V/def2-TZVPD.

Properties
- ΔE to the lowest compared entry with this formula, charge and spin (kJ/mol) = 201.03
- frontier orbital gap (alpha / beta) (Ha) = 0.257 / 0.232
- E_HOMO (alpha / beta) (eV) = -18.012 / -17.740

Structure (ORCA input):
```
! wB97M-V def2-TZVPD RIJCOSX def2/J DEFGRID3
* xyz 2 3
C 0.77205 -1.63195 1.26604
I 1.03145 1.98790 2.48153
H -0.17246 -2.22429 1.25869
H 1.09621 -1.69314 2.29256
H 1.48651 -2.12120 0.57652
V -0.69172 0.11978 0.88108
P -0.24777 0.40172 -1.26358
C 1.40812 0.87902 -1.87711
C -0.77480 -1.06684 -2.17607
H -2.28770 1.68042 -0.93308
H -1.73454 1.75754 -2.62682
H -0.91553 2.73503 -1.37207
C -1.39832 1.76977 -1.58193
H -1.70338 -1.45885 -1.70310
H -0.97925 -0.86269 -3.24373
H 1.41124 1.00977 -2.97254
H 2.13981 0.10208 -1.59954
H 0.01434 -1.85051 -2.09189
H 1.71653 1.82706 -1.40875
C 1.27698 0.08370 1.02652
O 2.46975 0.00584 1.18001
Cl -2.75922 -0.09712 1.59944
O -0.11944 -0.70798 3.92436
H -1.06206 -0.86769 4.17155
H 0.02316 0.22263 4.19194
*
```

Here are the Mulliken charges for atoms 1 to 8, given in e: atom 1 (C): -0.965, atom 2 (I): 0.282, atom 3 (H): 0.519, atom 4 (H): 0.481, atom 5 (H): 0.409, atom 6 (V): 0.388, atom 7 (P): 1.119, atom 8 (C): -1.170

---

Here is a molecular structure, C23H25MoO2SbSe2Te4 from the OMol25 dataset. Energies are from wB97M-V/def2-TZVPD.

Properties
- ΔE to the lowest compared entry with this formula, charge and spin (kJ/mol) = 0.00
- frontier orbital gap (alpha / beta) (Ha) = 0.236 / 0.237
- E_HOMO (alpha / beta) (eV) = -13.347 / -13.347

Structure (ORCA input):
```
! wB97M-V def2-TZVPD RIJCOSX def2/J DEFGRID3
* xyz 2 1
Mo -0.54069 -0.56728 -0.34915
O -2.65590 -1.31369 -1.94150
C -3.93934 -0.67652 -1.94552
C -4.24131 -0.16431 -0.54117
C -5.75341 0.14734 -0.50538
O -6.03675 0.71901 0.75148
C -4.02298 -1.21570 0.54645
Se -2.29702 -2.15708 0.64334
C -3.52121 1.15425 -0.23294
Se -1.69905 1.43499 -0.91680
H -2.47153 -1.68848 -2.81184
H -4.70665 -1.38944 -2.26129
H -3.94276 0.16310 -2.64661
H -6.32066 -0.77683 -0.66323
H -5.98824 0.83852 -1.32364
H -6.97404 0.93082 0.81146
H -4.69345 -2.06645 0.39960
H -4.21904 -0.79758 1.53198
H -3.47687 1.33475 0.83990
H -4.06948 1.98365 -0.68113
Te -0.85578 -0.94635 2.26765
Te 3.69587 -1.81620 0.23533
Te 2.89208 -2.32878 -2.31853
Te 0.28389 -2.72647 -1.62965
C 7.56751 1.03809 -0.38074
C 6.86879 0.61532 -1.50251
C 5.75090 -0.19652 -1.36378
C 5.36478 -0.58215 -0.08789
C 6.06032 -0.17732 1.04651
C 7.16525 0.64775 0.88903
Sb 1.87360 0.33369 0.39046
C 2.52796 1.45745 1.99395
C 2.91847 0.84853 3.18526
C 3.30221 1.63895 4.25775
C 3.28865 3.02334 4.13648
C 2.89141 3.62375 2.95090
C 2.50855 2.84471 1.86686
C 2.33738 1.35016 -1.35034
C 1.42863 1.12744 -2.38500
C 1.60211 1.72517 -3.62174
C 2.70871 2.54231 -3.81969
C 3.61889 2.76856 -2.79511
C 3.43873 2.17507 -1.55232
H 8.43938 1.66681 -0.49814
H 7.19371 0.91216 -2.49041
H 5.20365 -0.50769 -2.24327
H 5.76708 -0.49495 2.03951
H 7.71994 0.97173 1.75867
H 2.92975 -0.23174 3.29060
H 3.60943 1.17915 5.18689
H 3.58956 3.63748 4.97392
H 2.88023 4.70222 2.86730
H 2.20275 3.32522 0.94404
H 0.55221 0.47462 -2.25753
H 0.89150 1.55820 -4.41897
H 2.86101 3.01581 -4.78032
H 4.46925 3.41545 -2.96321
H 4.14730 2.36728 -0.75578
*
```

Here are the Mulliken charges for atoms 1 to 8, given in e: atom 1 (Mo): 0.337, atom 2 (O): -0.211, atom 3 (C): -1.389, atom 4 (C): 1.782, atom 5 (C): -1.404, atom 6 (O): -0.508, atom 7 (C): -1.275, atom 8 (Se): 0.057

---

Here is 2 unconnected molecules or ions with the total composition C6H12O from the OMol25 dataset. Energies are from wB97M-V/def2-TZVPD.

Properties
- ΔE to the lowest compared entry with this formula, charge and spin (kJ/mol) = 468.20
- frontier orbital gap (Ha) = 0.319
- E_HOMO (eV) = -9.278

Structure (ORCA input):
```
! wB97M-V def2-TZVPD RIJCOSX def2/J DEFGRID3
* xyz 0 1
C 2.43589 -0.16750 -0.15073
C 0.96751 -0.06347 0.22193
O 0.85592 -0.36901 1.59483
C 0.41059 1.32732 -0.06307
C -0.37920 1.64794 -1.27320
C -1.06390 1.54056 0.05293
C -2.39531 -1.59482 0.43442
H 2.57848 0.03652 -1.21645
H 2.80712 -1.17200 0.07236
H 3.02101 0.55289 0.43091
H 0.39276 -0.78542 -0.38338
H -0.05662 -0.17999 1.85512
H 0.98864 2.13107 0.39960
H -0.64336 0.84353 -1.96365
H -0.32728 2.62527 -1.74885
H -2.32217 -0.50284 0.45917
H -1.66871 -2.00213 -0.27042
H -3.40064 -1.87204 0.11880
H -2.20071 -1.99591 1.42968
*
```

Here are the Mulliken charges for atoms 1 to 8, given in e: atom 1 (C): -1.444, atom 2 (C): 0.621, atom 3 (O): -0.562, atom 4 (C): -0.013, atom 5 (C): -0.499, atom 6 (C): -0.439, atom 7 (C): -0.836, atom 8 (H): 0.348